Here is the molecule CH2O2S from the OMol25 dataset. Energies are from ωB97M-V/def2-TZVPD.

Properties
E_HOMO	-10.3521	eV
relative energy (zero: lowest compared OMol25 entry of this formula, charge and spin)	0.000	eV
frontier orbital gap	10.91	eV
total energy	-587.98678	a.u.
charge	0

```
6
Properties=species:S:1:pos:R:3:forces:R:3:nbo_charge:R:1
O -0.737532 1.115879 -0.001661 0.0 -0.1 0.0 -0.588
C -0.178400 0.057245 -0.001504 0.2 0.3 0.0 0.638
O -0.797770 -1.134118 0.001361 0.4 -0.1 0.0 -0.681
S 1.576610 -0.207482 -0.002236 0.1 0.4 0.0 -0.025
H -1.740726 -0.950048 -0.009156 -0.4 0.0 0.0 0.499
H 1.877818 1.118526 0.013196 -0.2 -0.5 0.0 0.156
```
Forces are in eV/Å.